No. 1
ORCA calculation (wB97M-V/def2-TZVPD) on a structure of composition CH6N3.

Results
Frontier orbital gap in Eh: 0.3980
Net charge: +1

Each line ends with the Mulliken charge.
Atoms and positions in Å:
C: -0.462 -0.591 -0.208  0.34
N: 0.259 0.076 -0.836  0.31
N: -0.859 -1.180 0.926  -0.30
N: 0.472 0.880 -1.797  -0.43
H: 1.016 0.798 1.436  -0.13
H: -0.823 -0.787 1.916  0.26
H: -1.287 -2.092 0.864  0.28
H: 1.238 0.742 -2.406  0.28
H: 0.814 0.817 2.235  0.13
H: -0.368 1.339 -2.131  0.27

=====

No. 2
ORCA calculation (wB97M-V/def2-TZVPD) on the ion CH6N3O with charge +1.

Results
Structure (SMILES): CN(N)[NH+]=O
Frontier orbital gap (spin up / spin down) in Eh: 0.3457 / 0.3458
Net charge: +1

Each line ends with the Mulliken charge.
Atoms and positions in Å:
C: -0.321 0.274 1.171  -0.72
N: 0.083 -0.103 -0.162  0.53
N: -0.875 -0.336 -1.044  -0.56
N: 1.343 -0.082 -0.519  0.38
O: 1.682 -0.390 -1.635  -0.52
H: 0.459 0.582 1.897  0.34
H: -0.613 -0.580 1.618  0.41
H: -1.157 0.968 1.055  0.28
H: -1.801 -0.399 -0.753  0.22
H: -0.673 -0.221 -1.982  0.26
H: 1.874 0.287 0.354  0.37

=====

No. 3
ORCA calculation (wB97M-V/def2-TZVPD) on the ion CH6N3O with charge +1.

Results
Structure (SMILES): NC(N)=[NH+]O
Frontier orbital gap in Eh: 0.4335
Net charge: +1

Each line ends with the Mulliken charge.
Atoms and positions in Å:
N: -1.728 -0.661 -0.073  -0.55
C: -0.088 0.114 -0.130  0.51
N: -0.126 1.387 -0.059  -0.28
N: 0.914 -0.749 -0.067  -0.08
O: 2.181 -0.338 -0.039  -0.37
H: -2.332 0.152 -0.136  0.24
H: -1.666 -1.165 0.788  0.27
H: -0.997 1.857 -0.229  0.24
H: 0.682 1.860 -0.335  0.28
H: 0.572 -1.697 -0.468  0.35
H: 2.588 -0.760 0.747  0.38

=====

No. 4
ORCA calculation (wB97M-V/def2-TZVPD) on the ion CH6N3O with charge +1.

Results
Structure (SMILES): N[C@]1([NH3+])NO1
Frontier orbital gap in Eh: 0.3911
Net charge: +1

Each line ends with the Mulliken charge.
Atoms and positions in Å:
N: 1.057 -0.537 -0.752  -0.38
C: 0.237 0.183 -0.013  0.71
N: -0.945 -0.673 0.601  -0.41
N: -0.239 1.541 0.009  -0.53
O: 0.672 1.047 0.982  -0.30
H: 2.011 -0.519 -0.710  0.23
H: 0.644 -0.847 -1.629  0.24
H: -1.802 -0.002 0.754  0.40
H: -0.646 -1.171 1.474  0.36
H: -1.141 -1.403 -0.163  0.37
H: 0.153 2.382 -0.552  0.31

=====

No. 5
ORCA calculation (wB97M-V/def2-TZVPD) on a cluster of 2 separate species, CH6N3O in total.

Results
Frontier orbital gap in Eh: 0.4133
Net charge: +1

Each line ends with the Mulliken charge.
Atoms and positions in Å:
C: -0.689 1.105 2.055  0.52
N: -1.426 1.848 2.615  -0.30
N: 0.292 -0.245 -1.783  -0.49
N: 0.821 -1.141 -0.796  -0.16
O: 0.053 0.332 1.527  -0.64
H: 0.890 -0.077 -2.563  0.28
H: -2.020 2.667 2.782  0.33
H: -0.734 -0.455 -2.003  0.29
H: 0.391 -0.776 0.096  0.41
H: 1.790 -1.084 -0.784  0.35
H: 0.631 -2.176 -1.146  0.41

=====

No. 6
ORCA calculation (wB97M-V/def2-TZVPD) on a cluster of 3 separate species, CH6N3O in total.

Results
Frontier orbital gap (spin up / spin down) in Eh: 0.3201 / 0.3240
Net charge: +1

Each line ends with the Mulliken charge.
Atoms and positions in Å:
C: 0.994 1.396 2.437  0.08
N: 0.476 0.929 1.506  -0.33
N: -0.107 -1.008 0.574  -0.18
N: -0.479 0.342 -2.221  -0.48
O: -0.001 -1.858 1.569  -0.26
H: 0.085 0.758 -1.597  0.30
H: 1.801 1.525 3.083  0.31
H: -1.478 0.684 -2.419  0.41
H: -0.585 -0.476 -1.553  0.40
H: -0.010 0.173 -3.127  0.39
H: -0.694 -2.464 1.748  0.36

=====

No. 7
ORCA calculation (wB97M-V/def2-TZVPD) on the ion CH6N3O with charge +1.

Results
Structure (SMILES): N/C=[N+](\N)O
Frontier orbital gap in Eh: 0.3685
Net charge: +1

Each line ends with the Mulliken charge.
Atoms and positions in Å:
N: -1.770 -0.264 -0.090  -0.30
C: -0.582 -0.873 0.115  0.15
N: 0.628 -0.083 0.131  0.26
N: 0.659 1.252 -0.094  -0.54
O: 1.832 -0.846 -0.129  -0.36
H: -2.684 -0.727 0.068  0.29
H: -1.979 0.666 -0.073  0.24
H: -0.428 -1.986 -0.009  0.37
H: 1.346 1.735 0.478  0.27
H: 0.563 1.664 -1.001  0.24
H: 2.415 -0.538 0.604  0.38

=====

No. 8
ORCA calculation (wB97M-V/def2-TZVPD) on the ion CH6N3OS with charge +1.

Results
Structure (SMILES): NS/[NH+]=C(/N)O
Frontier orbital gap in Eh: 0.3583
Net charge: +1

Each line ends with the Mulliken charge.
Atoms and positions in Å:
N: -2.753 -0.540 0.249  -0.44
S: -1.689 0.588 -0.254  0.12
N: -0.091 -0.291 -0.204  -0.32
C: 1.075 0.265 0.013  0.77
N: 2.269 -0.302 -0.139  -0.40
O: 0.911 1.511 0.419  -0.41
H: -3.267 -0.155 1.027  0.28
H: -3.421 -1.031 -0.289  0.28
H: -0.352 -1.104 -0.706  0.31
H: 2.364 -1.087 -0.779  0.25
H: 3.146 0.287 0.116  0.25
H: 1.808 1.858 0.549  0.30

=====

No. 9
ORCA calculation (wB97M-V/def2-TZVPD) on a cluster of 2 separate species, CH6N3S in total.

Results
Frontier orbital gap in Eh: 0.2597
Net charge: -1

Each line ends with the Mulliken charge.
Atoms and positions in Å:
S: 2.983 0.534 0.558  -0.88
H: 3.424 1.464 1.422  -0.03
N: -0.183 0.714 0.287  -0.28
C: -0.620 -0.430 -0.319  0.53
N: -2.029 -0.551 -0.302  -0.58
N: 0.074 -1.328 -0.902  -0.76
H: 0.833 0.834 0.414  0.03
H: -0.758 1.030 1.051  0.22
H: -2.482 0.264 -0.690  0.21
H: -2.305 -1.386 -0.797  0.27
H: 1.063 -1.146 -0.721  0.26

=====

No. 10
ORCA calculation (wB97M-V/def2-TZVPD) on the ion CH6N3S with charge +1.

Results
Structure (SMILES): NCN[NH+]=S
Frontier orbital gap (spin up / spin down) in Eh: 0.2987 / 0.2988
Net charge: +1

Each line ends with the Mulliken charge.
Atoms and positions in Å:
N: -1.065 0.933 0.034  -0.63
C: -0.830 -0.510 0.074  -0.22
N: 0.625 -0.705 0.112  -0.05
N: 1.507 0.235 0.037  -0.05
S: 3.036 0.095 0.015  0.11
H: -0.756 1.456 -0.820  0.25
H: -1.973 1.130 0.292  0.22
H: -1.157 -1.000 -0.895  0.28
H: -1.418 -0.989 0.843  0.37
H: 1.098 -1.681 -0.048  0.34
H: 0.931 1.034 0.357  0.36

=====

No. 11
ORCA calculation (wB97M-V/def2-TZVPD) on the ion CH6N3S2 with charge +1.

Results
Frontier orbital gap in Eh: 0.3644
Net charge: +1

Each line ends with the Mulliken charge.
Atoms and positions in Å:
C: -0.137 -0.057 -0.729  0.61
N: -1.452 0.532 -1.209  -0.46
N: 0.039 -0.175 0.554  0.31
N: 1.032 -1.013 1.029  -0.71
S: 0.914 -0.654 -1.966  -0.06
S: -0.621 1.152 1.446  -0.22
H: -1.802 1.187 -0.437  0.25
H: -1.463 0.803 -2.243  0.28
H: 1.738 -1.075 -1.028  0.18
H: 1.931 -0.794 0.627  0.26
H: 1.084 -0.953 2.031  0.31
H: -1.836 0.615 2.028  0.27

=====

No. 12
ORCA calculation (wB97M-V/def2-TZVPD) on an isolated molecule of CH6N4.

Results
Structure (SMILES): N/N=C\NN
Frontier orbital gap in Eh: 0.3390

Each line ends with the Mulliken charge.
Atoms and positions in Å:
N: 1.016 1.668 -0.915  -0.42
N: 1.058 1.151 0.283  -0.31
C: 0.472 -0.017 0.443  -0.04
N: -0.455 -0.746 -0.301  -0.28
N: -1.499 -1.486 0.448  -0.54
H: 1.832 2.288 -1.244  0.26
H: 0.804 0.855 -1.576  0.22
H: 0.523 -0.231 1.627  0.29
H: -0.776 0.037 -0.746  0.31
H: -1.600 -0.973 1.301  0.24
H: -1.377 -2.547 0.679  0.26

=====

No. 13
ORCA calculation (wB97M-V/def2-TZVPD) on a cluster of 3 separate species, CH6N4O in total.

Results
Structure (SMILES): [H]/N=C\N.N#N.O
Frontier orbital gap in Eh: 0.3857

Each line ends with the Mulliken charge.
Atoms and positions in Å:
H: -2.017 0.122 -0.765  0.16
N: -1.079 -0.200 -0.312  -0.63
C: -0.791 0.335 0.803  0.13
N: -1.609 1.098 1.561  -0.39
H: 0.161 0.115 1.254  0.33
H: -2.411 1.414 1.041  0.19
H: -1.415 1.437 2.478  0.21
N: 3.924 -1.433 -0.237  -0.09
N: 2.847 -1.697 -0.133  0.10
O: 1.006 -0.768 -1.944  -0.70
H: 1.325 0.183 -2.107  0.29
H: 0.060 -0.607 -1.639  0.39

=====

No. 14
ORCA calculation (wB97M-V/def2-TZVPD) on the ion CH6N4O with charge +2.

Results
Structure (SMILES): [H]/N=[NH+]/O/C=[NH+]\N
Frontier orbital gap (spin up / spin down) in Eh: 0.2952 / 0.2953
Net charge: +2

Each line ends with the Mulliken charge.
Atoms and positions in Å:
H: -3.586 -0.984 -0.684  0.39
N: -2.599 -1.197 -0.230  -0.29
N: -1.887 -0.108 -0.321  0.37
O: -0.696 0.289 -0.030  -0.11
C: 0.333 -0.443 0.411  0.14
N: 1.577 -0.007 0.520  0.35
N: 2.181 0.876 -0.219  -0.44
H: -2.347 0.715 -0.688  0.34
H: 0.049 -1.217 1.234  0.36
H: 2.205 -0.634 0.985  0.31
H: 3.126 1.206 -0.125  0.29
H: 1.644 1.505 -0.851  0.28

=====

No. 15
ORCA calculation (wB97M-V/def2-TZVPD) on the ion CH6N4O with charge +2.

Results
Structure (SMILES): N[NH2+]NC1=[NH+]O1
Frontier orbital gap in Eh: 0.3628
Net charge: +2

Each line ends with the Mulliken charge.
Atoms and positions in Å:
N: 1.283 0.788 0.150  -0.41
N: 1.218 -0.506 0.078  0.13
N: -0.381 -1.120 -0.026  -0.16
C: -1.335 -0.283 -0.072  0.71
N: -1.594 1.022 -0.005  -0.24
O: -2.591 -0.108 0.077  -0.17
H: 1.367 1.366 -0.686  0.31
H: 1.185 1.278 1.040  0.31
H: 1.531 -1.025 0.931  0.44
H: 1.648 -0.935 -0.772  0.43
H: -0.544 -2.128 0.078  0.33
H: -1.786 1.650 -0.792  0.33

=====

No. 16
ORCA calculation (wB97M-V/def2-TZVPD) on a cluster of 2 separate species, CH6NO in total.

Results
Frontier orbital gap in Eh: 0.2567
Net charge: -1

Each line ends with the Mulliken charge.
Atoms and positions in Å:
O: 2.196 -0.440 0.105  -1.13
H: 2.823 0.011 -0.450  0.12
C: -0.845 0.422 -0.638  -0.52
N: -1.573 -0.070 0.576  -0.67
H: 0.239 0.501 -0.570  0.25
H: -1.175 1.450 -0.860  0.26
H: -1.221 -0.222 -1.430  0.19
H: -0.910 -0.731 0.969  0.28
H: -1.632 0.676 1.256  0.22

=====

No. 17
ORCA calculation (wB97M-V/def2-TZVPD) on a cluster of 2 separate species, CH6NO2 in total.

Results
Frontier orbital gap in Eh: 0.2684
Net charge: -1

Each line ends with the Mulliken charge.
Atoms and positions in Å:
O: 1.672 -0.215 -2.328  -0.76
H: 2.207 -0.882 -1.891  0.26
N: -0.111 -0.153 -0.110  -0.67
C: -1.067 -0.017 0.861  -0.26
O: -0.868 1.237 1.703  -0.73
H: 0.850 -0.208 -1.775  0.49
H: 0.593 -0.820 0.185  0.01
H: -2.084 0.192 0.477  0.16
H: -1.065 -0.763 1.655  0.20
H: -0.127 1.630 1.223  0.30

=====

No. 18
ORCA calculation (wB97M-V/def2-TZVPD) on a cluster of 2 separate species, CH6NO2 in total.

Results
Frontier orbital gap in Eh: 0.2863
Net charge: -1

Each line ends with the Mulliken charge.
Atoms and positions in Å:
N: -0.673 0.218 1.898  -0.75
C: 0.189 -0.565 0.911  -0.45
O: -0.316 -0.716 -0.311  -0.88
H: -0.797 1.141 1.473  0.26
H: -1.614 -0.162 1.771  0.26
H: 1.140 0.004 0.941  0.25
H: 0.334 -1.497 1.461  0.28
H: 0.962 1.083 -1.446  0.30
H: 0.106 0.122 -2.136  0.41
O: 0.700 0.868 -2.342  -0.70

=====

No. 19
ORCA calculation (wB97M-V/def2-TZVPD) on a cluster of 2 separate species, CH6NO2 in total.

Results
Frontier orbital gap in Eh: 0.2222
Net charge: -1

Each line ends with the Mulliken charge.
Atoms and positions in Å:
O: 2.854 -0.910 -2.755  -0.70
H: 2.896 -1.853 -2.565  0.31
N: -0.329 -0.041 0.237  -0.65
C: -1.624 0.435 0.910  -0.34
O: -1.481 0.739 2.187  -0.87
H: 0.105 -0.525 1.017  0.25
H: 0.214 0.814 0.123  0.24
H: -1.947 1.316 0.307  0.22
H: -2.317 -0.396 0.666  0.17
H: 2.044 -0.565 -2.359  0.36

=====

No. 20
ORCA calculation (wB97M-V/def2-TZVPD) on a cluster of 2 separate species, CH6NO2 in total.

Results
Frontier orbital gap in Eh: 0.2993
Net charge: -1

Each line ends with the Mulliken charge.
Atoms and positions in Å:
N: 0.387 2.031 0.061  -0.79
C: -0.111 0.608 0.423  -0.34
O: 0.427 -0.412 -0.285  -0.82
H: 1.411 1.889 0.005  0.27
H: 0.134 2.138 -0.944  0.26
H: 0.213 0.741 1.484  0.25
H: -1.220 0.563 0.361  0.25
H: 0.127 -1.925 -0.375  0.41
H: -1.094 -2.728 -0.613  0.26
O: -0.273 -2.906 -0.116  -0.74